[1]
The following is a quantum chemistry calculation of a single C6H6OS molecule, from OMol25.

XYZ file:
```
14
Properties=species:S:1:pos:R:3:forces:R:3
C 0.640 -1.756 1.023 0.316 0.292 -0.214
C 0.593 -0.700 0.201 -0.570 -1.800 0.289
O 1.048 -0.802 -1.100 0.997 -1.441 0.218
C 0.908 0.386 -1.729 -0.591 1.079 0.570
C 0.257 1.255 -0.955 -0.285 1.345 -0.513
C -0.107 0.597 0.350 -0.978 1.499 0.906
C -1.653 0.455 0.672 1.585 -0.086 -0.092
S -2.825 1.169 -0.141 -0.122 -0.054 0.030
H 1.204 -2.658 0.788 -0.283 0.253 -0.236
H 0.131 -1.761 1.980 0.209 0.332 -0.042
H 1.338 0.437 -2.728 -0.211 0.088 0.388
H 0.026 2.316 -1.146 0.164 -0.892 -0.143
H 0.270 1.227 1.215 -0.202 -0.835 -0.734
H -1.829 -0.165 1.569 -0.030 0.221 -0.429
```
Positions in Å, forces in eV/Å.

Summary:
**Kohn-Sham gap**: 0.302 Ha
**HOMO energy**: -8.4426 eV
**Energy relative to the best compared isomer or geometry (same formula, charge and spin)**: 34.8 kcal per mole
**LUMO**: -0.22 eV

---

[2]
The following is a quantum chemistry calculation of a single C6H6OS molecule, from OMol25.

XYZ file:
```
14
Properties=species:S:1:pos:R:3:forces:R:3
C 0.181 2.661 -0.607 0.946 -2.356 1.419
C 0.491 1.575 -0.122 -1.283 3.737 -1.577
C 0.743 0.263 0.408 0.763 -0.812 0.961
C 2.255 -0.013 0.333 0.134 -0.876 -0.597
S 2.943 -1.286 -0.420 -0.569 1.250 0.771
O 0.023 -0.726 -0.268 0.211 -0.882 0.040
C -1.319 -0.790 -0.059 -0.524 0.041 -0.444
C -2.066 -1.868 -0.254 0.388 -0.311 0.337
H -0.025 3.665 -0.918 -0.006 -0.322 -0.085
H 0.509 0.248 1.503 0.008 0.056 -0.552
H 2.841 0.768 0.847 -0.185 -0.382 -0.242
H -1.804 0.140 0.150 -0.088 0.722 0.134
H -3.147 -1.786 -0.212 0.238 0.028 0.137
H -1.624 -2.850 -0.381 -0.034 0.109 -0.302
```
Positions in Å, forces in eV/Å.

Summary:
**Kohn-Sham gap**: 0.313 Ha
**HOMO energy**: -8.9438 eV
**Energy relative to the best compared isomer or geometry (same formula, charge and spin)**: 76.0 kcal per mole
**LUMO**: -0.44 eV

---

[3]
The following is a quantum chemistry calculation of a single C6H6OS molecule, from OMol25.

XYZ file:
```
14
Properties=species:S:1:pos:R:3:forces:R:3
C 2.190 -1.145 0.146 0.610 1.357 1.210
O 0.722 -1.244 -0.356 5.504 -2.760 0.173
C -0.065 -0.218 -0.287 1.265 -2.422 0.147
C 0.132 1.050 -0.157 0.507 4.931 -1.006
C -1.295 1.632 -0.059 0.258 2.175 1.555
C -2.186 0.623 0.089 -0.545 1.941 -1.352
C -1.427 -0.644 -0.161 -3.815 1.427 1.209
S -2.162 -2.059 -0.054 0.393 -0.780 -0.287
H 2.676 -2.138 0.586 -2.096 1.708 -1.112
H 2.082 -0.364 1.079 0.642 -1.786 -2.466
H 3.055 -0.810 -0.650 -2.825 -0.359 1.621
H 1.098 1.662 -0.371 -1.963 -1.339 0.759
H -1.525 2.809 0.107 0.599 -3.114 -0.671
H -3.293 0.846 0.088 1.468 -0.981 0.220
```
Positions in Å, forces in eV/Å.

Summary:
**Kohn-Sham gap**: 0.269 Ha
**HOMO energy**: -8.4599 eV
**Energy relative to the best compared isomer or geometry (same formula, charge and spin)**: 80.0 kcal per mole
**LUMO**: -1.13 eV

---

[4]
The following is a quantum chemistry calculation of a single C6H6S molecule, from OMol25.

XYZ file:
```
13
Properties=species:S:1:pos:R:3:forces:R:3
C 3.759 -0.545 0.021 -2.084 -0.406 0.571
S 2.139 0.048 0.289 0.936 0.698 -0.870
C 0.073 -0.184 0.179 1.786 -0.440 -0.569
C -0.554 -1.412 0.208 -0.359 -0.708 -0.005
C -1.896 -1.057 0.178 0.226 -0.325 0.254
C -2.013 0.353 0.299 0.110 0.055 0.163
C -0.751 0.910 0.399 -0.077 0.889 0.346
H 4.238 0.203 -0.627 -0.297 0.331 0.126
H 2.054 1.221 -0.386 -0.118 -0.156 0.169
H -0.110 -2.379 0.106 0.058 -0.268 0.018
H -2.709 -1.746 0.043 -0.144 -0.115 -0.137
H -2.927 0.917 0.268 -0.152 0.117 -0.122
H -0.498 1.944 0.478 0.113 0.328 0.056
```
Positions in Å, forces in eV/Å.

Summary:
**Kohn-Sham gap (spin up / spin down)**: 0.216 / 0.240 Ha
**HOMO energy (spin up / spin down)**: -7.9009 / -8.2168 eV
**Energy relative to the best compared isomer or geometry (same formula, charge and spin)**: 181.6 kcal per mole
**LUMO (spin up / spin down)**: -2.04 / -1.70 eV

---

[5]
The following is a quantum chemistry calculation of a single C6H6S molecule, from OMol25.

XYZ file:
```
13
Properties=species:S:1:pos:R:3:forces:R:3
C 1.334 -0.486 -1.069 -1.607 1.386 -1.073
C 0.044 -0.065 -0.325 -0.208 1.396 -0.990
C -0.433 1.361 0.150 1.063 -2.332 0.850
C -0.167 0.204 1.132 -1.185 0.438 0.480
S -1.642 -0.858 1.728 0.686 0.641 -0.050
C -2.125 -1.569 0.142 3.160 2.156 -2.103
C -1.126 -0.893 -0.405 -3.649 -2.768 1.626
H 1.143 -1.569 -1.163 0.777 0.441 -0.701
H 2.104 -0.327 -0.350 1.058 0.124 0.067
H 1.506 0.155 -2.080 -0.428 -1.918 2.437
H -1.477 1.554 0.161 -0.628 0.546 -0.805
H 0.294 2.158 0.175 -0.053 0.058 -0.037
H 0.546 0.334 1.904 1.014 -0.169 0.299
```
Positions in Å, forces in eV/Å.

Summary:
**Kohn-Sham gap**: 0.289 Ha
**HOMO energy**: -8.1930 eV
**Energy relative to the best compared isomer or geometry (same formula, charge and spin)**: 139.7 kcal per mole
**LUMO**: -0.33 eV

---

[6]
The following is a quantum chemistry calculation of 30 unconnected molecules or ions with the total composition C6H72NO34S, from OMol25.

XYZ file:
```
114
Properties=species:S:1:pos:R:3:forces:R:3
C -3.254 -2.447 -1.668 0.093 -2.604 1.518
O -1.911 -2.366 -1.154 -0.421 -0.065 -0.295
C -1.431 -1.076 -0.991 -1.253 2.967 1.369
C -0.034 -1.148 -0.557 2.684 0.132 -3.308
N 0.611 0.200 -0.360 3.122 -3.862 -1.956
H 0.892 0.550 -1.372 -0.058 0.177 0.815
H 0.029 0.910 -0.169 -3.766 3.120 1.476
C 1.789 0.196 0.601 0.024 -2.825 -2.566
C 2.117 1.589 0.866 1.728 1.387 1.818
O 3.360 1.585 1.636 -0.786 -2.369 -0.500
C 3.818 2.760 2.107 -0.413 4.743 -0.186
H -4.098 -2.335 -0.864 1.792 0.618 -1.595
H -3.283 -3.543 -1.915 -0.394 0.866 0.013
H -3.261 -1.899 -2.589 -0.785 0.772 -0.209
H -1.956 -0.547 -0.080 0.388 -0.778 -1.893
H -1.411 -0.380 -1.891 -0.819 -0.958 0.591
H 0.595 -1.783 -1.317 -0.869 1.517 1.048
H 0.068 -1.678 0.291 0.137 -1.680 3.339
H 2.615 -0.198 -0.080 -0.664 0.176 1.263
H 1.601 -0.548 1.397 0.041 0.896 -0.017
H 1.301 2.193 1.328 0.652 -0.335 -0.118
H 2.462 1.957 -0.067 -0.460 1.173 -1.103
H 4.750 2.743 2.676 0.293 -0.817 -0.595
H 3.124 3.131 2.900 -0.050 0.307 -0.538
H 3.946 3.639 1.267 -0.348 -2.109 1.859
S 0.449 2.303 -3.486 -0.360 2.069 -4.324
O 0.311 1.605 -4.781 0.539 0.492 0.777
O 1.158 1.398 -2.579 0.525 -1.950 2.517
O 1.211 3.576 -3.547 0.132 -0.701 -0.072
O -0.887 2.652 -3.017 -1.618 -0.180 1.170
O 0.940 4.840 0.416 -3.845 3.027 -0.123
H 0.248 4.724 1.119 1.066 -1.077 0.208
H 0.306 5.559 -0.016 2.466 -1.955 0.103
O -0.516 -2.781 3.046 1.139 -2.390 -1.319
H -0.103 -3.392 2.317 -0.128 1.700 1.499
H -0.509 -3.403 3.791 0.000 0.543 0.055
O 5.665 6.161 1.380 2.237 1.689 1.981
H 4.722 6.164 1.327 -1.207 -0.411 -0.095
H 5.842 6.780 2.166 -0.291 -1.504 -1.824
O 4.562 2.085 5.496 1.527 -1.049 -2.778
H 3.872 2.702 5.478 -1.644 1.420 0.690
H 4.779 1.748 6.329 0.055 -0.423 1.955
O 6.639 -0.025 3.616 -0.877 -4.716 -2.398
H 6.071 -0.703 2.997 2.409 2.241 2.234
H 6.046 0.676 3.575 -1.562 2.511 0.222
O -2.966 -3.459 2.070 -0.259 -2.059 0.368
H -3.160 -2.567 1.824 0.192 1.157 -0.391
H -2.023 -3.638 2.195 -0.541 1.157 0.024
O 1.909 0.373 4.002 3.659 2.733 1.334
H 2.725 1.085 4.329 -3.589 -3.073 -1.397
H 1.088 0.802 4.251 -0.089 0.233 0.109
O -1.585 2.163 -0.682 -0.039 -0.662 0.357
H -1.822 2.852 -0.074 -0.109 0.568 0.423
H -1.364 2.572 -1.578 0.282 -0.289 -0.320
O -4.803 -1.841 -4.796 -0.740 0.015 -0.390
H -4.115 -2.471 -5.010 0.255 -0.061 -0.110
H -5.387 -1.798 -5.575 0.431 -0.028 0.440
O 5.513 0.828 -0.168 4.069 -1.005 8.269
H 4.945 0.989 -0.784 -5.409 1.750 -6.954
H 4.959 1.149 0.626 1.421 -0.860 -1.526
O 1.364 -4.364 1.599 1.269 4.934 1.252
H 1.028 -5.185 1.627 -1.602 -4.548 -0.647
H 1.583 -4.030 0.728 0.175 -0.536 -0.803
O -4.130 1.006 -0.239 -1.985 -0.297 -1.316
H -3.187 1.171 -0.445 -0.321 0.115 -0.521
H -4.709 0.850 -1.077 2.050 0.410 1.597
O -6.589 -2.291 -2.349 -2.027 -0.763 4.809
H -6.184 -2.854 -1.617 -0.996 1.143 -0.915
H -6.005 -2.453 -3.005 3.002 -0.408 -3.853
O 3.652 1.935 -2.097 2.411 1.608 1.022
H 3.520 2.929 -1.968 -0.207 -1.557 -0.259
H 2.821 1.525 -2.234 -1.370 0.261 -0.580
O -1.003 4.051 2.427 0.861 -1.146 -2.220
H -1.384 4.772 2.871 -0.619 0.850 1.596
H -0.663 3.319 2.944 -0.282 0.334 0.560
O 1.744 -3.290 -3.590 -0.976 -2.059 2.138
H 1.337 -3.776 -2.754 0.840 2.046 -2.828
H 1.873 -2.323 -3.467 0.027 -0.204 0.530
O 3.070 6.293 1.527 -1.455 0.999 -0.749
H 3.077 7.127 1.022 0.382 -0.144 0.387
H 2.235 5.929 1.150 0.445 -0.693 0.378
O -0.662 -4.775 -2.527 3.503 -2.939 4.306
H -0.907 -3.963 -2.207 -0.807 3.398 2.281
H -1.060 -4.734 -3.298 -2.677 -0.398 -6.371
O -4.894 0.480 -3.042 2.793 2.487 0.206
H -3.988 0.975 -3.232 -2.766 -1.577 0.400
H -4.938 -0.222 -3.681 0.155 -0.652 -0.475
O -5.657 -4.372 -0.243 1.827 0.553 -2.845
H -5.819 -4.880 -1.065 0.991 0.405 -0.100
H -6.385 -4.679 0.192 -3.148 -0.846 2.854
O 2.578 -0.703 -3.462 0.602 -1.256 -3.756
H 2.122 -0.072 -2.934 -0.955 1.349 -0.070
H 2.417 -0.443 -4.465 0.252 -0.294 3.364
O 1.987 3.400 5.564 8.136 -12.071 -4.939
H 1.767 4.163 5.527 -3.436 15.839 -2.064
H 1.491 3.188 6.220 -4.744 -3.712 6.985
O -3.237 -5.620 0.299 0.356 -1.942 -1.107
H -2.956 -4.945 0.890 -0.228 1.274 0.746
H -4.147 -5.445 0.055 0.044 0.455 0.300
O -4.982 -5.679 -2.694 -4.010 3.058 3.322
H -5.667 -5.630 -3.343 -1.616 0.613 -0.311
H -4.431 -6.116 -3.203 5.475 -3.654 -3.105
O -4.723 -1.110 1.322 0.528 2.691 -0.626
H -5.351 -1.597 0.821 -0.932 -1.072 -0.460
H -4.715 -0.213 0.768 0.794 -1.843 1.328
O -1.420 -0.272 2.524 -2.074 1.276 0.264
H -0.938 -1.024 2.844 0.303 -0.995 0.385
H -2.350 -0.359 2.890 1.716 0.007 -0.782
O 2.679 -3.563 -0.805 -0.134 -0.595 -0.987
H 3.447 -3.082 -0.529 0.696 0.590 0.527
H 2.910 -3.772 -1.740 -0.488 0.210 0.569
O 2.754 4.557 -1.651 1.674 -1.020 -5.661
H 2.007 4.241 -2.264 0.632 0.240 0.449
H 2.456 4.714 -0.838 -2.048 0.716 4.852
```
Positions in Å, forces in eV/Å.

Summary:
**Kohn-Sham gap**: 0.241 Ha
**HOMO energy**: -5.5480 eV
**Net charge**: -1
**Energy relative to the best compared isomer or geometry (same formula, charge and spin)**: 0.0 kcal per mole
**LUMO**: 1.00 eV

---

The highest energy relative to the best compared isomer or geometry (same formula, charge and spin) belongs to which entry? number 4

---

Copy entry 2 word for word.
The following is a quantum chemistry calculation of a single C6H6OS molecule, from OMol25.

XYZ file:
```
14
Properties=species:S:1:pos:R:3:forces:R:3
C 0.181 2.661 -0.607 0.946 -2.356 1.419
C 0.491 1.575 -0.122 -1.283 3.737 -1.577
C 0.743 0.263 0.408 0.763 -0.812 0.961
C 2.255 -0.013 0.333 0.134 -0.876 -0.597
S 2.943 -1.286 -0.420 -0.569 1.250 0.771
O 0.023 -0.726 -0.268 0.211 -0.882 0.040
C -1.319 -0.790 -0.059 -0.524 0.041 -0.444
C -2.066 -1.868 -0.254 0.388 -0.311 0.337
H -0.025 3.665 -0.918 -0.006 -0.322 -0.085
H 0.509 0.248 1.503 0.008 0.056 -0.552
H 2.841 0.768 0.847 -0.185 -0.382 -0.242
H -1.804 0.140 0.150 -0.088 0.722 0.134
H -3.147 -1.786 -0.212 0.238 0.028 0.137
H -1.624 -2.850 -0.381 -0.034 0.109 -0.302
```
Positions in Å, forces in eV/Å.

Summary:
**Kohn-Sham gap**: 0.313 Ha
**HOMO energy**: -8.9438 eV
**Energy relative to the best compared isomer or geometry (same formula, charge and spin)**: 76.0 kcal per mole
**LUMO**: -0.44 eV

---

What is the energy relative to the best compared isomer or geometry (same formula, charge and spin) in the fifth record? 139.7 kcal per mole

---

The highest energy relative to the best compared isomer or geometry (same formula, charge and spin) belongs to which entry? number 4